# C24H16AlB4Br8O36V2

C24H16AlB4Br8O36V2 as an isolated structure in a non-equilibrium geometry (the ωB97M-V functional and the def2-TZVPD basis, the OMol25 dataset).

The geometry in XYZ format:
```
91
Properties=species:S:1:pos:R:3
O 4.74645 3.30664 0.29615
V 5.16722 1.72790 0.11808
O 6.62555 1.59202 0.65721
O -5.46642 1.26784 2.39130
V -4.27496 2.30389 2.32262
O -4.52861 3.22419 0.98091
Al 0.32407 -3.54245 3.84027
O -4.80890 -1.14652 10.46085
C -4.69395 -1.28929 9.25824
O -3.97918 -0.52832 8.44638
B -4.07565 -0.99091 7.00279
O -5.02625 -2.07731 7.18031
C -5.37865 -2.33415 8.48128
O -6.10753 -3.19691 8.95810
O -4.46483 0.06445 6.06805
C -3.45852 0.23791 5.20536
O -3.37081 1.00674 4.21020
C -2.39920 -0.83196 5.49946
O -2.77923 -1.48199 6.55084
O -1.30624 -0.90387 4.89485
O 5.42139 -0.19460 -1.00930
C 5.12153 -1.39597 -1.01259
O 3.94135 -1.90669 -0.82744
B 4.02934 -3.41516 -0.72723
O 5.43931 -3.72934 -0.94626
C 6.12262 -2.63664 -1.16388
O 7.29284 -2.63302 -1.47362
O 3.66986 -3.89828 0.59519
C 2.51650 -4.51461 0.67848
O 1.83187 -4.75857 1.67654
C 2.06576 -4.75807 -0.74953
O 3.02570 -4.22081 -1.55560
O 0.96622 -5.20106 -1.04363
O -1.36847 -1.75499 2.18439
C -1.08610 -1.07595 1.19647
O -0.12043 -1.31221 0.29142
B -0.01187 -0.07303 -0.47889
O -1.25401 0.72726 -0.24342
C -1.81669 0.28576 0.80552
O -2.75553 0.88630 1.40405
O 0.19197 -0.21457 -1.97862
C 1.34728 0.30610 -2.35062
O 1.88752 0.22993 -3.44815
C 1.96033 0.92642 -1.07401
O 1.10896 0.77147 -0.06104
O 3.09520 1.39610 -0.92587
O -2.29399 3.34222 2.98771
C -1.20595 2.87641 3.40836
O -0.29722 2.36529 2.65230
B 0.79382 1.68734 3.39192
O 0.58724 2.17413 4.73223
C -0.64845 2.71470 4.86170
O -1.23231 2.93092 5.94383
O 0.94346 0.20051 3.28210
C 2.01621 -0.19670 2.72011
O 2.36800 -1.34357 2.45249
C 2.86712 1.05952 2.48556
O 2.15239 2.12812 2.88295
O 3.93364 1.10831 1.86796
Br -0.15247 4.72224 -3.94779
C -1.91622 3.92264 -3.41276
C -1.67841 2.97577 -2.24163
Br -3.43713 2.27701 -1.78060
H -2.40208 3.43993 -4.26072
H -2.60600 4.71785 -3.12999
H -1.27427 3.36642 -1.30773
H -1.14395 2.08815 -2.58015
Br 0.71847 -3.00434 -7.17353
C 0.89205 -2.11930 -5.44194
C 1.03963 -3.14731 -4.24861
Br -0.67751 -4.12607 -3.97485
H 0.02039 -1.53255 -5.15209
H 1.71834 -1.40948 -5.40319
H 1.22046 -2.59512 -3.32639
H 1.86114 -3.85885 -4.33194
Br -2.93358 -0.99674 -5.91627
C -3.12889 -0.42778 -4.02783
C -4.21245 -1.38274 -3.52533
Br -4.21092 -1.23455 -1.53271
H -3.49583 0.59787 -3.98917
H -2.13660 -0.54687 -3.59277
H -4.03312 -2.43733 -3.73453
H -5.21306 -1.14835 -3.88858
Br 2.20188 4.94071 -6.88033
C 2.94647 3.27981 -6.06839
C 2.92076 3.32888 -4.50403
Br 4.43684 2.21851 -3.78553
H 3.99695 3.19496 -6.34659
H 2.42341 2.40099 -6.44542
H 1.97857 2.86627 -4.21019
H 2.92636 4.33849 -4.09322
```

Calculated values
E_HOMO: -12.00 eV
Net charge: +1
Multiplicity: 1
Kohn-Sham gap: 1.047 eV
LUMO energy: -10.95 eV

Atom charges from the Mulliken analysis, given in e for atoms 1 to 6: -0.498, 1.300, -0.440, -0.465, 1.358, -0.568